(1)
43
Properties=species:S:1:pos:R:3:mulliken_charge:R:1 method="wB97M-V/def2-TZVPD" mol_weight_g_mol=300.3 de_lowest_kcal_mol=55.1 total_charge=-1 multiplicity=1
H 0.4551 -1.6385 -2.5379 0.03
O 0.0253 2.4098 -4.1824 -0.82
H 0.2243 0.1436 -1.0524 0.42
N -0.7096 0.0081 -0.7031 0.20
N 0.1726 -3.2049 -0.2564 -0.06
H 1.3656 0.6141 1.5462 0.18
C 1.5632 0.0880 2.4646 -1.60
O -2.1612 -1.4216 0.1339 -0.76
H -1.6258 -0.9307 3.4159 0.47
C 1.2088 -2.4602 -2.5092 -0.56
C 0.3163 -2.1195 1.8877 -1.74
O 0.9591 1.4069 -2.4680 -0.76
N 0.0512 2.8129 -0.3556 0.21
H 0.2669 4.9125 0.1097 0.30
C -0.0295 1.7736 -3.0917 0.58
H 1.0854 -2.8726 2.2306 0.32
H 1.7139 3.9215 -0.0022 0.39
H -0.6151 -2.6430 2.0377 0.57
C -1.2220 2.3629 -0.2388 0.12
H 0.6225 2.2862 -0.9321 0.13
O -2.0597 2.9950 0.4461 -0.76
H -0.9607 0.5959 3.8424 0.39
H -0.1684 -3.8375 0.4560 0.23
C 0.2633 -1.9072 0.3543 0.85
C 0.5962 -3.5270 -1.5193 0.50
H 1.1987 -1.2964 -0.0136 0.35
H -2.6261 0.8845 -0.7993 0.39
C -1.5671 1.1076 -1.0179 -0.01
C -1.0092 -1.1271 -0.1465 -0.15
H -1.4182 0.2423 2.1444 0.19
O 0.3712 -4.5965 -1.9860 -0.65
H 0.5374 -1.2759 3.7565 0.27
C -1.4108 1.3986 -2.4999 -0.95
H -2.0659 2.2542 -2.7579 0.35
H 1.6102 0.8379 3.1947 0.47
H 1.4100 -2.9375 -3.5171 0.33
H -1.8225 0.4966 -2.9180 0.37
H 2.4871 -0.2876 2.1660 0.43
H 2.1981 -1.9564 -2.1611 0.23
C 0.6709 3.9162 0.3019 -1.11
H 0.6865 3.6905 1.3224 0.38
C -0.9820 -0.2197 3.0964 -1.50
C 0.3941 -0.8995 2.7587 0.77

(2)
45
Properties=species:S:1:pos:R:3:mulliken_charge:R:1 method="wB97M-V/def2-TZVPD" mol_weight_g_mol=364.5 total_charge=+1 multiplicity=1
H -3.2347 1.0850 1.4874 0.50
H 0.2041 2.1008 3.8807 0.33
C 0.6432 -1.1115 3.2142 -0.45
H 0.9635 1.5726 2.3703 -0.10
N -3.3664 -0.8304 0.4400 0.07
O -0.8478 0.6787 2.8126 -0.34
H 3.6687 -0.2882 -2.4214 0.33
H -0.0481 2.5865 -1.0520 0.33
H -1.2098 -1.2005 2.0464 0.06
O -0.4287 0.8116 -2.7441 -0.40
C 1.1490 0.1208 3.9595 -0.65
C -0.8107 -0.7391 2.9586 -0.21
H 0.8509 0.0719 5.0085 0.26
H -1.4519 -1.0250 3.7997 0.33
H -2.0410 0.4177 -4.6297 0.38
C -3.5570 -1.1041 -0.8452 -0.04
H 0.9395 -0.1878 -0.4429 0.15
H 1.2572 -0.4187 -2.7267 0.54
C 3.3639 0.0768 -0.3029 0.43
C -3.3746 0.5385 0.5664 -0.29
S 4.3971 -2.2584 -1.2377 -0.18
C 1.1707 0.7768 -0.9111 1.18
C -1.2174 -0.2492 -2.7413 0.75
C 4.1552 -0.4651 -1.4656 -0.45
O -1.1542 -1.1364 -1.9265 -0.56
H 4.1968 -2.5939 -2.5154 0.12
C -2.2827 -0.2597 -3.8112 -0.70
C 0.9611 0.5852 -2.4169 -1.26
H 0.7503 -2.0391 3.7732 0.43
N -3.6655 0.0598 -1.4680 0.38
H -3.5928 -2.0716 -1.3190 0.40
S -3.8880 0.3419 -3.1536 0.01
H -3.2274 -1.5132 1.1725 0.30
O 3.4793 -0.3297 0.8097 -0.45
H 1.5428 1.3170 -2.9770 0.43
H 5.1321 0.0247 -1.4655 0.34
H 1.1751 -1.2176 2.2660 0.03
O 2.5217 1.1267 -0.5978 -0.41
C 0.2214 1.8162 -0.3259 -1.45
H 0.6742 2.3013 0.5313 0.53
H 2.2286 0.2457 3.9155 0.37
N -3.5569 1.1012 -0.5877 -0.49
C 0.4037 1.2381 3.2464 -0.05
H -2.3894 -1.2857 -4.1603 0.37
H -0.7047 1.3292 -0.0134 0.13

(3)
38
Properties=species:S:1:pos:R:3:mulliken_charge:R:1 method="wB97M-V/def2-TZVPD" mol_weight_g_mol=226.3 de_lowest_kcal_mol=0.0 total_charge=0 multiplicity=1
C 0.1601 -4.1552 -0.1376 -1.67
H 0.9009 -4.4912 0.6252 0.30
H 1.6881 3.4540 -0.7363 0.49
H -0.8144 -4.5183 0.1106 0.41
C 0.4765 1.7202 -0.4836 1.70
H 0.9524 -0.9079 1.9825 0.43
O -0.2436 2.5800 0.4170 -0.41
C 0.2080 -2.6528 -0.2598 0.85
C 1.5404 -0.5985 -0.8681 -1.09
O -0.7053 -0.4142 -0.0393 -0.18
O -2.3793 1.8951 -0.0091 -0.49
H -2.9196 -1.5709 -0.4764 0.34
H 0.4319 -4.6060 -1.0816 0.32
H -2.5930 -2.2905 1.1535 0.23
C -2.1421 3.2140 1.8574 -1.14
C 1.5751 -2.0807 -0.4691 -0.99
C 0.9819 0.1053 1.5459 -1.87
H -1.7456 4.2243 1.7375 0.32
C -0.1096 1.8285 -1.9306 -1.73
H 2.1650 -2.2143 0.4804 0.32
H 2.4196 2.2596 0.3893 0.37
H 2.4541 2.0188 -1.3377 0.41
H -0.4981 2.8266 -2.0560 0.53
H 2.0275 0.4207 1.7178 0.35
C -0.8674 -1.8054 -0.0890 0.54
H -2.4268 -3.2619 -0.3456 0.47
H 2.1306 -2.6406 -1.2371 0.50
H -1.7923 2.8258 2.8339 0.27
H 2.5389 -0.1997 -0.8029 0.46
C 0.5859 0.1955 0.0320 0.99
C -1.5690 2.4529 0.6808 0.79
C -2.2803 -2.2601 0.0718 -1.64
H 0.6943 1.6974 -2.6650 0.44
H 0.2929 0.7217 2.1306 0.36
H -3.2353 3.1907 1.8090 0.33
H -0.9506 1.1320 -2.1236 0.24
H 1.1919 -0.4942 -1.9159 0.41
C 1.8565 2.3991 -0.5111 -1.93

(4)
39
Properties=species:S:1:pos:R:3:mulliken_charge:R:1 method="wB97M-V/def2-TZVPD" mol_weight_g_mol=242.3 total_charge=0 multiplicity=1
C 0.9836 1.6731 0.0443 -0.15
H 0.2642 -3.5314 -0.7102 0.31
C -2.2037 -3.6827 -1.3403 -1.56
H 0.2186 -1.1356 -0.9332 0.08
C 2.6372 3.2789 1.0100 0.11
C 0.2044 -3.6430 -1.8280 -1.58
H -2.1388 -1.3322 -2.8154 0.40
H -0.8968 2.4722 2.9811 0.33
C 2.4205 2.6691 3.0922 -0.62
C -1.1370 -3.1675 -2.3137 0.78
H -0.1630 0.8140 2.9882 0.25
H -1.8805 0.8684 -1.7603 0.37
H -0.2150 0.9104 -2.3083 0.34
O 0.1685 1.9925 4.6721 -0.52
C 1.1679 2.4300 2.5412 0.03
C -0.8644 0.6249 -1.4545 -0.93
H 2.6729 2.4187 4.1233 0.46
O 3.1001 3.7856 0.0300 -0.59
H -0.4295 -1.3551 -3.2257 0.36
H -1.4731 -1.1459 -0.3697 0.20
H -0.9935 2.3988 -0.2199 0.48
H -3.1916 -3.2152 -1.5749 0.33
H 1.0247 -3.0219 -2.1908 0.35
C -0.4898 1.4225 -0.1913 -0.44
O 1.6878 0.4833 0.4841 -0.61
H -1.3811 -3.6017 -3.3216 0.34
O 3.2894 3.1540 2.1582 -0.36
C 1.2094 2.8008 1.0736 0.57
C -1.1678 -1.6301 -2.4658 -1.16
H 1.8027 -0.1344 -0.2423 0.35
H 0.5222 3.6676 0.9078 0.55
H -0.8666 0.8876 0.6364 0.10
H 0.4189 -4.6585 -2.0360 0.42
H 1.3904 1.9784 -0.9347 0.50
H -1.9215 -3.4552 -0.3128 0.35
H -0.6321 1.7384 5.1319 0.31
C -0.7991 -0.8852 -1.2027 0.00
C -0.0290 1.8763 3.2821 -0.56
H -2.3095 -4.7498 -1.4043 0.45

no.,E_LUMO (eV)
1,2.785
2,-3.345
3,0.775
4,0.549